{
  "formula": "C35H39ClCsGe2N7O4S2",
  "method": "the ωB97M-V functional and the def2-TZVPD basis",
  "e_tot_ha": -7471.91654,
  "spin_multiplicity": 1,
  "total_charge": -2,
  "e_above_lowest_kcal_mol": 51.5,
  "species": ["Cs", "N", "C", "S", "N", "N", "C", "C", "C", "C", "C", "C", "N", "H", "H", "H", "H", "H", "H", "H", "C", "C", "Ge", "C", "C", "C", "C", "Ge", "C", "C", "C", "C", "C", "C", "C", "C", "C", "C", "H", "H", "H", "H", "H", "H", "H", "H", "H", "H", "H", "H", "H", "H", "H", "H", "H", "H", "H", "H", "H", "H", "H", "H", "H", "H", "O", "C", "O", "C", "C", "Cl", "N", "N", "C", "C", "O", "O", "C", "C", "C", "C", "C", "C", "H", "H", "H", "H", "H", "H", "S", "C", "N"],
  "xyz": [[-2.898913, -1.183027, -0.168692], [-6.162983, -2.567087, -4.813347], [-5.362546, -2.763455, -3.754240], [-5.733115, -2.429928, -2.121488], [-4.212891, -3.388765, -4.206629], [-3.324382, -3.446290, -3.256325], [-2.105063, -3.881079, -3.528678], [-1.369695, -4.432599, -2.421283], [-0.489774, -5.503995, -2.726753], [0.005910, -6.322561, -1.770450], [-0.290370, -6.017692, -0.389798], [-0.987564, -4.783409, -0.141595], [-1.542720, -4.061275, -1.119813], [-7.139975, -2.257327, -4.723269], [-5.721562, -2.565350, -5.731277], [-1.819793, -3.979088, -4.623131], [-0.274952, -5.744709, -3.781506], [0.475589, -7.255533, -1.965778], [0.133390, -6.642215, 0.357811], [-1.294787, -4.553416, 0.873531], [2.383500, -0.898586, 3.609448], [1.564745, -0.605015, 2.331214], [2.036518, 1.035803, 1.261928], [1.867934, 2.796819, 2.271365], [3.213988, 3.396395, 2.709643], [3.744897, 0.824172, 0.209887], [3.292149, 0.684262, -1.026695], [1.258602, 0.918468, -1.138606], [1.288176, 2.480585, -2.447461], [2.007706, 3.778420, -2.043539], [0.649180, -0.675218, -2.192506], [1.500858, -0.915490, -3.445078], [4.196301, 0.360811, -2.143364], [4.220285, 1.160911, -3.339111], [4.934169, 0.737797, -4.474796], [5.513186, -0.535442, -4.465521], [5.507657, -1.266856, -3.299602], [4.804369, -0.881710, -2.163288], [2.999344, -0.070865, 3.952841], [3.128233, -1.667607, 3.499893], [1.653422, -1.198836, 4.392461], [0.558251, -0.352029, 2.590257], [1.640236, -1.416581, 1.650931], [1.316223, 2.403000, 3.154786], [1.266054, 3.552452, 1.784782], [3.068691, 4.482122, 2.843369], [3.980144, 3.196880, 1.992161], [3.550730, 2.959036, 3.665078], [4.844958, 0.972763, 0.471112], [0.181707, 2.619393, -2.537429], [1.612368, 2.012485, -3.402460], [1.277901, 4.544065, -2.278154], [2.883696, 3.976597, -2.731247], [2.307498, 3.848890, -1.016905], [-0.391808, -0.526056, -2.381416], [0.713054, -1.553205, -1.545086], [1.541586, 0.015226, -4.084103], [1.061240, -1.754622, -4.001652], [2.474972, -1.178379, -3.159363], [3.644721, 2.073395, -3.345323], [4.928945, 1.466534, -5.276689], [5.857213, -0.968657, -5.445724], [5.957832, -2.261433, -3.299203], [5.044776, -1.426461, -1.271871], [-3.579056, 4.012495, -1.242376], [-3.853909, 4.290939, 0.005051], [-4.493964, 5.209898, 0.448933], [-3.283150, 3.295635, 1.045811], [-3.628790, 3.236210, 2.406986], [-4.857357, 4.003886, 3.252144], [-2.775400, 2.340094, 3.027118], [-1.883233, 1.788045, 2.171302], [-2.214885, 2.331443, 0.930459], [-1.369685, 2.150614, -0.220092], [-1.289845, 2.901863, -1.225065], [-0.645429, 1.058096, -0.151772], [-2.771198, 1.943169, 4.429747], [-2.654621, 2.926887, 5.455028], [-2.483406, 2.505531, 6.744560], [-2.362356, 1.118829, 7.090700], [-2.377698, 0.200950, 6.069564], [-2.535446, 0.567744, 4.733414], [-2.675988, 3.656851, -1.362823], [-2.871732, 3.982506, 5.241536], [-2.469416, 3.212023, 7.561231], [-2.427211, 0.825747, 8.106304], [-2.257223, -0.885194, 6.250004], [-2.447301, -0.139538, 3.879126], [-1.914961, -3.448691, 4.979065], [-2.284970, -2.898599, 3.532142], [-2.561751, -2.552830, 2.419677]],
  "forces_ev_per_angstrom": [[0.054, -0.319, -0.305], [-1.901, 0.834, -0.760], [1.571, -1.365, 0.275], [-0.645, 0.260, -0.750], [-0.581, 1.596, -0.143], [2.162, -1.110, 0.702], [-2.381, 1.188, -1.000], [1.612, -0.613, 1.056], [-0.259, 0.336, -1.564], [-0.972, 0.581, 3.310], [-0.137, 1.965, -2.257], [0.111, -2.587, -0.806], [-0.073, 0.062, -0.782], [1.210, -0.140, 0.147], [-0.263, -0.241, 0.568], [-0.034, -0.399, 1.371], [-0.342, 0.224, 0.490], [0.664, -0.444, -0.453], [-0.040, -0.244, 0.785], [0.324, 0.480, 0.021], [-0.858, 0.224, 0.295], [1.413, 1.750, 0.575], [0.322, 0.126, -1.112], [0.160, -1.636, 1.038], [-0.883, 0.116, 0.791], [0.554, 1.092, 1.795], [1.099, -0.346, -1.203], [1.358, 0.067, -0.010], [-1.445, -1.366, 0.352], [0.040, -0.261, -2.117], [0.894, 0.334, 0.822], [-1.938, 0.980, -0.601], [-1.146, 0.736, -1.155], [0.836, -1.308, 0.647], [-1.084, 0.486, 1.531], [0.137, 0.292, -1.811], [-0.297, -1.196, -0.244], [2.103, 0.783, -0.598], [-0.325, 0.493, 0.227], [0.026, -0.720, -0.330], [0.785, 0.125, -0.158], [-0.867, -0.408, 0.097], [-0.356, -0.715, -0.654], [0.060, 0.756, -0.306], [-0.279, -0.178, -0.354], [0.449, -0.309, 0.043], [0.603, 0.140, -0.594], [-0.103, 0.209, -0.283], [-1.290, -0.553, -0.340], [1.216, 0.258, -0.232], [0.070, 0.514, 0.606], [0.096, 0.642, 0.288], [-0.672, -0.183, 0.948], [0.234, -0.079, 0.541], [-0.777, 0.094, -0.482], [-0.012, -0.037, 0.078], [-0.011, -1.134, 0.454], [0.158, 0.264, -0.199], [1.349, -0.324, 0.180], [0.257, 0.131, -0.021], [0.213, -0.534, -0.488], [0.068, 0.465, 1.282], [0.050, 0.228, -0.038], [-0.787, -0.336, 0.518], [-1.612, 1.460, -0.564], [0.871, -1.401, 2.398], [-0.391, 0.230, -0.961], [0.372, -0.397, 0.532], [1.542, -0.966, -1.035], [-0.525, 0.300, 0.335], [-0.670, 0.314, -0.248], [-1.393, 1.174, -2.096], [-1.035, 1.370, 3.380], [2.992, -3.120, -1.948], [-1.318, 0.351, 1.352], [-2.023, 1.719, -0.103], [1.647, -0.781, 0.363], [-1.013, -0.339, -1.296], [0.098, -1.519, 1.243], [-0.714, 2.024, -1.609], [0.168, -1.614, -0.366], [-0.262, 1.784, -1.188], [1.190, -0.897, 0.180], [0.447, -0.527, -0.005], [-0.015, 0.254, -0.033], [0.419, -0.259, 0.820], [-0.093, 0.738, 0.025], [-0.213, 0.352, 0.927], [0.501, -0.594, 2.013], [-1.073, 1.139, -4.402], [0.602, -0.537, 2.599]]
}